The following is a DFT calculation (ωB97M-V with the def2-TZVPD basis set) of C40H26F5I2MoN5O2SSb as an isolated structure at a distorted geometry.

```
83
Properties=species:S:1:pos:R:3:forces:R:3:mulliken_charge:R:1
H 0.0940 -2.0606 -5.2328 0.0 0.0 0.0 0.414
H -0.7948 5.0150 1.7497 0.0 0.1 0.0 0.424
H -1.6999 0.4130 -3.3904 0.1 0.0 0.0 0.505
C 2.0391 3.7576 -0.2956 0.0 0.0 -0.1 -0.804
H -1.0070 -6.3987 -3.7415 0.0 -0.1 0.0 0.445
H 3.2814 4.9115 -1.6057 0.0 0.0 0.0 0.442
H -4.9589 2.5545 0.7139 0.0 0.0 0.0 0.420
C -3.6917 -1.8292 -3.6907 0.0 0.0 -0.1 -0.720
C -4.6415 -2.6092 -3.0529 -0.3 -0.1 -0.2 -0.574
H -0.6635 -4.3395 -5.0838 0.0 0.1 0.0 0.477
Sb 0.1682 2.0671 1.4089 -0.3 0.2 -0.3 1.242
C -0.0770 -5.5444 -1.9930 0.0 -0.2 -0.1 -0.854
C 0.1753 0.6656 6.1066 0.0 0.0 0.0 -0.505
F -0.7885 -0.9256 1.7628 -0.1 -0.1 0.2 -0.428
N 3.4489 -0.1071 -1.2660 1.2 0.7 0.8 -0.937
H 4.5120 6.0044 0.2287 0.0 0.0 0.0 0.405
C -1.0126 0.8072 5.4029 0.0 0.0 0.0 -0.703
C -2.8417 2.4058 1.0191 0.0 -0.1 0.0 -0.337
C -2.2310 -2.0411 -1.7936 -0.9 -0.2 -0.5 -0.361
C 0.4993 -4.4034 -1.4707 0.2 0.0 0.0 -0.229
H 2.3820 1.3425 3.6261 0.0 0.0 0.0 0.550
C 0.4937 -2.0009 -4.2163 0.0 -0.1 -0.1 -0.971
H 0.8341 -4.3847 -0.4437 0.0 0.1 0.0 0.438
H 3.9605 5.4787 2.5799 0.0 0.0 0.0 0.423
C 0.3174 -1.7003 1.8695 0.0 0.2 -0.3 -0.192
C 1.3930 0.8515 5.4693 0.1 0.0 0.0 -0.729
C -1.7096 4.4808 1.5206 0.1 -0.1 0.0 -0.715
C 0.2654 -3.2858 -3.4722 0.0 0.0 0.0 1.058
C 0.2354 1.3394 3.4377 0.1 0.2 -0.8 0.443
N 0.6711 -3.2841 -2.1857 0.0 -0.5 -0.2 0.331
C 2.1928 -2.7399 0.9582 -0.3 0.2 -0.2 0.173
C 3.0371 4.6781 -0.5779 0.0 0.0 0.0 -0.665
C 0.6135 -2.2063 3.1227 0.0 -0.1 0.0 -0.110
C -3.1819 -2.8747 -1.1916 0.7 0.0 0.5 -0.477
N 2.3318 1.5623 -4.0023 -0.3 0.1 -0.3 -0.502
H -2.9483 6.2287 1.5795 0.0 0.0 0.0 0.404
H -1.9605 0.6469 5.8982 0.0 0.0 0.0 0.411
F 2.9794 -3.0443 -0.1002 0.1 -0.2 0.2 -0.483
Mo 0.6400 -1.2680 -1.2582 -2.8 -0.1 1.1 -0.801
C 3.0283 1.3282 -3.1244 -0.4 0.0 -0.2 0.128
C 1.7284 -3.0129 3.2806 0.0 0.1 -0.1 0.697
C 3.7297 5.2932 0.4561 0.0 0.0 0.0 -0.529
H 2.1839 3.8472 3.1012 0.0 0.0 0.0 0.466
C -4.3882 -3.1502 -1.8007 -0.1 0.0 0.0 -0.153
I -2.6696 -3.7230 0.6605 -0.2 0.1 -0.2 0.029
H -5.0196 4.9935 1.0518 0.0 0.0 0.0 0.397
C 1.0770 -1.9364 0.7351 0.2 -0.3 0.4 2.247
C -1.6793 3.1078 1.3140 0.4 0.0 0.2 0.464
H 1.5727 -1.8378 -4.2890 0.0 0.0 0.0 0.340
C -4.0795 4.4642 1.1278 0.0 0.0 0.0 -0.483
C -1.4980 -0.6039 -3.7400 -0.3 0.1 0.1 -1.516
C 1.4314 1.1915 4.1235 0.1 0.0 -0.1 -0.394
F -0.1656 -1.9448 4.1722 0.0 0.0 0.0 -0.358
C -0.9892 1.1429 4.0586 -0.1 0.0 0.0 -0.425
H -3.8905 -1.4320 -4.6781 0.0 0.0 0.0 0.475
H -0.1823 -6.4202 -1.3696 0.0 0.0 0.0 0.470
C 3.4219 4.9966 1.7751 0.1 0.0 0.1 -0.629
O 2.3014 -0.7445 -1.4177 4.5 2.1 -2.1 0.215
O -1.0880 -1.7481 -1.1826 -1.9 -0.5 0.3 0.756
H -1.9132 1.2442 3.5034 0.0 0.0 0.1 0.413
H 0.1500 0.4064 7.1562 0.0 0.0 0.0 0.422
N -0.0721 -0.8661 -3.4633 0.5 0.1 -0.3 0.144
C 2.5297 -3.2875 2.1828 0.0 0.0 -0.1 0.118
H -5.1225 -3.7682 -1.3048 0.0 0.0 0.0 0.453
C 4.9488 1.6508 -1.6362 0.5 0.2 0.2 -0.105
H 1.4915 3.2792 -1.0983 0.0 0.0 0.0 0.633
H -1.6793 -0.6243 -4.8199 0.1 0.0 0.0 0.438
H -2.8095 1.3354 0.8478 0.0 0.0 0.0 0.459
H 0.4182 -0.0407 -3.7891 0.1 0.2 0.1 0.091
I -6.4785 -2.9987 -3.9883 0.3 0.1 0.1 0.116
F 3.5847 -4.0901 2.3099 0.0 0.0 0.0 -0.303
C -0.3400 -4.3838 -4.0530 0.1 -0.1 -0.1 -0.962
C -2.9161 5.1590 1.4227 0.0 0.1 0.0 -0.685
C -4.0444 3.0899 0.9318 -0.1 0.0 0.0 -0.781
C -0.5201 -5.5381 -3.3049 0.1 0.2 0.1 -0.465
C 3.7977 0.9077 -2.0062 -1.5 -1.8 0.7 1.103
C -2.4851 -1.5338 -3.0749 0.4 -0.1 0.4 1.189
S -0.0580 1.0102 -0.7051 0.3 -0.1 0.4 -0.146
N 5.8229 2.3333 -1.3418 0.0 -0.1 0.0 -0.392
C 1.7441 3.4577 1.0288 -0.4 -0.3 0.4 0.530
H 2.3178 0.7279 6.0168 0.0 0.0 0.0 0.437
F 2.0255 -3.5198 4.4713 0.0 0.0 0.0 -0.330
C 2.4262 4.0754 2.0701 0.0 0.0 0.0 -0.482
```
Forces are in eV/Å.

Values from the calculation:
E_tot	-3765.17284	a.u.
highest occupied orbital energy	-10.63	eV
LUMO	-4.261	eV
net charge	+1
HOMO-LUMO gap	0.23421	Ha